87
Properties=species:S:1:pos:R:3:mulliken_charge:R:1 method="wB97M-V/def2-TZVPD" charge=-1
La -0.68350 -0.28793 0.86357 1.45
C -1.86998 2.32349 -3.61798 -0.73
C -2.27210 1.53776 -2.55198 -0.45
N -1.64866 0.40874 -2.24568 0.54
C -0.62261 0.06485 -3.00516 0.09
C -0.16291 0.90138 -4.01945 -0.50
N -0.79019 2.02749 -4.33789 -0.69
C 0.00275 -1.26567 -2.76145 -0.29
C 0.48889 -1.95786 -3.86182 -0.98
C 1.11474 -3.17986 -3.70265 1.54
C 1.20889 -3.65236 -2.40460 -1.01
C 0.64914 -2.93706 -1.35663 0.07
N 0.05196 -1.75135 -1.51658 0.49
C 0.73949 -3.50628 0.01910 -0.16
C 0.88694 -4.87528 0.21747 -0.66
N 1.09217 -5.40513 1.41851 -0.66
C 1.12160 -4.55169 2.43507 -0.79
C 0.88399 -3.19655 2.26438 -0.07
N 0.69624 -2.67085 1.05685 0.33
C 1.63867 -3.95953 -4.86716 0.53
C 2.26457 -5.19090 -4.70530 -0.49
C 2.71369 -5.88550 -5.81601 -0.40
N 2.58342 -5.45138 -7.06924 -0.66
C 1.98266 -4.27189 -7.22332 -0.40
C 1.50420 -3.50369 -6.17448 -0.51
H -2.41625 3.21936 -3.88651 0.39
H -3.10822 1.82607 -1.92646 0.61
H 0.74339 0.66868 -4.56777 0.57
H 0.36253 -1.51440 -4.83642 0.61
H 1.73930 -4.56478 -2.18456 0.61
H 0.81544 -5.56821 -0.61114 0.56
H 1.31686 -4.95805 3.41964 0.41
H 0.82555 -2.51266 3.09586 0.35
H 2.41253 -5.62765 -3.72729 0.34
H 3.20212 -6.84562 -5.69042 0.37
H 1.87343 -3.91966 -8.24317 0.37
H 1.02900 -2.55934 -6.39846 0.34
O -0.93438 1.96508 -0.11137 -0.20
N -1.56138 2.83172 0.56371 -1.06
N -2.10902 2.38392 1.61902 1.74
O -2.04324 1.12235 1.99376 -0.30
C -2.84102 3.29078 2.47330 0.11
C -3.31174 2.77827 3.67040 -0.34
C -4.00811 3.61842 4.52976 -0.84
C -4.23131 4.94489 4.19522 -0.47
C -3.76006 5.43512 2.98202 -0.48
C -3.06402 4.61290 2.11122 -0.52
H -3.14746 1.73421 3.90633 0.58
H -4.38373 3.22219 5.46482 0.40
H -4.77665 5.59407 4.86930 0.38
H -3.94072 6.46642 2.70546 0.37
H -2.69474 4.98165 1.16428 0.44
Br 3.57730 -0.47419 3.24841 -0.15
C 1.99116 0.12169 4.12827 -0.05
C 2.10238 1.08081 5.11605 -0.67
C 0.92306 1.49006 5.72188 -0.47
C -0.27489 0.91406 5.34405 -0.78
C -0.27191 -0.03635 4.33783 1.23
N 0.85870 -0.40859 3.72413 0.24
C -1.54714 -0.76860 3.90789 -0.14
O -2.51473 -0.67234 4.64797 -0.78
O -1.42343 -1.43543 2.81979 -0.80
H 3.06532 1.48662 5.39055 0.45
H 0.95031 2.24988 6.49366 0.40
H -1.21571 1.16945 5.81019 0.51
O 0.78601 1.71301 2.00627 -0.49
C 1.62342 1.50715 1.13078 0.50
N 1.58231 0.43656 0.28674 0.49
C 2.62303 0.54005 -0.61647 -0.29
O 2.85667 -0.20678 -1.54470 -0.71
C 3.43892 1.76388 -0.26240 -0.31
C 4.58892 2.28836 -0.80819 -0.42
C 5.11185 3.44090 -0.22213 -0.47
C 4.48831 4.03710 0.87240 -0.68
C 3.31886 3.49718 1.41047 -0.36
C 2.82222 2.35769 0.81819 0.53
H 5.06820 1.82090 -1.65953 0.51
H 6.01721 3.88100 -0.62257 0.39
H 4.91872 4.93092 1.30756 0.42
H 2.81429 3.94966 2.25560 0.52
N -2.75250 -1.19085 0.04137 -0.44
C -3.72596 -0.86112 -0.49222 0.65
C -4.85586 -0.46485 -1.20792 -0.04
C -5.97872 0.11913 -0.55591 0.22
N -6.89215 0.60449 -0.04268 -0.59
C -4.83076 -0.58359 -2.62626 0.21
N -4.80553 -0.68650 -3.77715 -0.61


39
Properties=species:S:1:pos:R:3:nbo_charge:R:1 method="wB97M-V/def2-TZVPD" charge=0 smiles=CN(Cc1cnccn1)Cc1nc(Cc2ccccc2Cl)no1
C -4.85378 -0.95746 -0.51334 -0.41
N -3.92396 0.03104 -0.00357 -0.42
C -3.11538 0.57259 -1.09227 -0.27
C -1.98408 1.42916 -0.60859 0.15
N -0.77737 1.15119 -1.08782 -0.39
C 0.23884 1.87827 -0.65038 0.00
C 0.05839 2.87746 0.29480 -0.01
N -1.14634 3.18016 0.75656 -0.37
C -2.16360 2.47235 0.30009 -0.01
H -3.14580 2.73544 0.66813 0.20
H 0.88370 3.45393 0.68754 0.20
H 1.20693 1.64294 -1.06818 0.21
H -3.78429 1.17941 -1.71370 0.22
H -2.68772 -0.21969 -1.72817 0.20
C -3.15059 -0.44273 1.13150 -0.29
C -1.90314 -1.17850 0.77910 0.51
N -0.72128 -0.96505 1.27137 -0.50
C 0.06090 -1.86014 0.60377 0.33
N -0.61131 -2.57764 -0.25099 -0.16
O -1.89888 -2.14346 -0.14598 -0.29
C 1.52424 -1.97456 0.81854 -0.48
C 2.25240 -1.09216 -0.16421 -0.06
C 2.08916 -1.31551 -1.52698 -0.13
C 2.74322 -0.53926 -2.46476 -0.23
C 3.58421 0.48078 -2.05006 -0.21
C 3.75649 0.72505 -0.69984 -0.24
C 3.08741 -0.05408 0.23354 -0.03
Cl 3.32056 0.30936 1.91129 0.01
H 4.40367 1.51973 -0.36222 0.23
H 4.10303 1.09042 -2.77417 0.22
H 2.59877 -0.72920 -3.51710 0.22
H 1.42917 -2.11130 -1.83871 0.22
H 1.82117 -3.01292 0.65824 0.25
H 1.74983 -1.67530 1.84101 0.26
H -3.79134 -1.09076 1.73596 0.23
H -2.84759 0.40652 1.75100 0.24
H -5.51517 -1.27306 0.29200 0.20
H -5.45691 -0.49453 -1.29306 0.20
H -4.35354 -1.83979 -0.93506 0.18


93
Properties=species:S:1:pos:R:3:mulliken_charge:R:1 method="wB97M-V/def2-TZVPD" charge=-1
C 6.57993 0.06881 1.54280 -0.94
C 4.97757 0.49572 1.76216 0.40
C 4.49292 1.19474 3.16944 -0.54
C 2.89524 1.63129 3.27477 -1.06
C 1.86269 1.34606 1.99072 -0.30
C 2.29637 0.60807 0.59357 0.48
C 1.38135 0.29296 -0.70584 1.28
Nb -0.28893 -1.24051 -0.49370 -2.10
C -0.97612 -0.53068 -2.59046 0.16
C -0.42783 -1.45031 -3.82391 -0.36
O -0.94200 -2.60919 -4.25971 -0.63
C 0.93405 -2.96894 -1.34372 -0.63
C 2.47965 -2.69602 -1.74756 0.06
C 2.75495 -2.59776 -3.39680 -0.80
C 3.22142 -1.10328 -3.88970 -0.44
C 4.65564 -0.58841 -3.28362 -0.24
N 4.54356 0.91719 -3.10740 -0.75
C -1.57727 0.44681 0.33456 0.80
C -2.01966 1.61211 -0.71588 -0.38
C -2.63684 2.88430 0.17663 -0.56
C -2.19003 4.35043 -0.43597 -0.53
N -1.57204 5.17325 0.67266 0.16
C -0.36106 4.87818 1.55684 -0.22
C -0.19025 6.16477 2.56627 -0.48
C -1.41567 7.18005 2.16338 -0.44
C -2.27175 6.48603 0.94896 -0.29
C -1.99641 -2.72783 -0.28865 -0.50
C -3.48279 -2.28053 -0.74849 0.64
C -4.03530 -2.33615 -2.32722 -0.44
C -5.54721 -1.92650 -2.80448 -0.45
C -6.68844 -1.43353 -1.73398 -0.46
C -6.20994 -1.38419 -0.14338 -0.64
C -4.66445 -1.79707 0.33424 0.48
C -4.41734 -1.71598 1.97405 -0.64
C 0.40329 -1.95603 1.56776 -0.47
C -0.46277 -1.54083 2.84963 1.21
C -1.17032 -2.91265 3.49649 -1.28
C 0.54015 -0.99102 4.07085 -1.01
C 3.91413 0.18569 0.50855 -0.18
H 7.22970 1.05836 1.57626 0.27
H 6.76269 -0.38502 0.45367 0.24
H 6.97028 -0.64997 2.38994 0.27
H 5.28913 1.34937 4.01291 0.25
H 2.56658 2.14265 4.27780 0.28
H 0.76621 1.71836 2.13619 0.77
H 2.12560 0.07361 -1.61333 -1.06
H 0.85001 1.31799 -1.01199 0.31
H -0.48846 0.54674 -2.76432 0.26
H -2.12919 -0.36110 -2.67036 0.42
H 0.49668 -1.04212 -4.46047 0.21
H 0.95779 -3.79086 -0.47517 0.39
H 0.41112 -3.55388 -2.24403 0.44
H 3.04214 -1.85107 -1.17094 -0.31
H 3.07039 -3.69356 -1.44650 0.42
H 3.66715 -3.32063 -3.66650 0.37
H 1.84174 -3.04717 -4.02102 0.30
H 2.40733 -0.26230 -3.74714 0.17
H 3.37757 -1.18565 -5.07086 0.26
H 5.03622 -1.16572 -2.34013 0.17
H 5.47370 -0.75057 -4.13723 0.33
H 3.93162 1.16655 -2.27755 0.33
H 3.98360 1.28683 -3.93371 0.30
H -2.55820 -0.04132 0.75056 0.00
H -1.09075 1.00674 1.27039 0.12
H -2.89163 1.30220 -1.44482 0.16
H -1.16222 2.07512 -1.36202 -0.11
H -3.82068 2.78853 0.10281 0.27
H -2.36307 2.78613 1.33451 0.33
H -1.37391 4.27535 -1.29440 0.25
H -3.13105 4.85896 -0.94468 0.26
H 0.26861 3.89578 1.42209 0.41
H 0.66904 6.23972 3.35864 0.29
H -1.60775 8.22503 2.65559 0.26
H -3.20186 6.86662 0.34919 0.25
H -1.72394 -3.72303 -0.88928 0.41
H -2.06199 -3.07502 0.84699 0.09
H -3.29227 -2.70351 -3.15216 0.26
H -5.83891 -2.01314 -3.95705 0.26
H -7.76940 -1.14081 -2.09397 0.26
H -7.02002 -1.05826 0.65465 0.19
H -5.15613 -0.89393 2.36850 0.34
H -4.76937 -2.75921 2.39880 0.30
H -3.31953 -1.42547 2.25107 -0.18
H 0.33892 -3.14942 1.50131 0.32
H 1.55038 -1.75663 1.80027 0.02
H -1.30920 -0.76372 2.76245 -0.09
H -2.22204 -3.14486 3.01829 0.21
H -0.43356 -3.82938 3.42808 0.26
H -1.38376 -2.77033 4.66254 0.40
H 0.20254 -1.35321 5.13452 0.35
H 0.38957 0.19022 4.06078 0.09
H 1.65332 -1.32273 3.93306 0.23
H 4.40076 -0.31633 -0.43618 -0.50


Number 1: Kohn-Sham gap 6.5175 eV, E_LUMO 1.0 eV. Number 2: Kohn-Sham gap 9.7533 eV, E_LUMO 0.7 eV. Number 3: Kohn-Sham gap 6.5870 eV, E_LUMO 1.6 eV.